The following is a DFT calculation (wB97M-V/def2-TZVPD) of C22H34B2EuF4N9O4 as an isolated structure in a non-equilibrium geometry.

Last column: Löwdin charge in e.
Geometry (Å):
Eu1 0.611 0.561 0.216  2.131
C1 2.728 -1.779 -3.271  0.036
C2 1.740 -1.010 -2.459  -0.218
N1 2.050 -0.536 -1.268  -0.147
O1 3.290 -1.003 -0.822  -0.001
B1 3.126 -2.238 0.037  -1.010
F1 1.930 -2.967 -0.263  0.130
F2 4.246 -3.034 -0.145  0.196
O2 3.076 -1.853 1.504  0.114
N2 1.973 -1.198 2.118  0.026
C3 0.898 -2.105 2.437  -0.142
C4 1.110 -3.046 3.589  0.013
C5 -0.427 -2.207 1.871  -0.204
N3 -0.803 -1.284 0.990  -0.099
O3 -2.067 -1.428 0.416  -0.021
B2 -2.356 -2.397 -0.794  -0.980
F3 -3.727 -2.291 -1.024  0.163
F4 -1.967 -3.724 -0.737  0.171
O4 -1.599 -1.798 -1.975  0.039
N4 -0.493 -1.009 -1.891  0.061
C6 0.391 -1.196 -2.856  -0.231
C7 0.062 -1.752 -4.248  0.029
C8 -1.378 -3.350 2.281  0.045
H1 3.613 -1.933 -2.676  0.093
H2 3.034 -1.302 -4.207  0.132
H3 2.335 -2.743 -3.551  0.103
H4 2.156 -3.344 3.557  0.101
H5 0.483 -3.960 3.501  0.095
H6 0.927 -2.599 4.546  0.110
H7 -0.895 -2.320 -4.135  0.108
H8 0.872 -2.422 -4.593  0.081
H9 -0.117 -1.016 -5.023  0.094
H10 -0.976 -3.903 3.117  0.060
H11 -1.569 -4.034 1.428  0.119
H12 -2.307 -2.948 2.613  0.101
C9 -0.454 3.042 2.327  -0.097
N5 0.823 2.364 2.551  -0.344
C10 1.932 3.353 2.677  -0.047
C11 0.728 1.288 3.549  -0.173
C12 2.025 0.640 3.920  -0.145
C13 2.723 1.204 5.008  -0.019
C14 3.867 0.647 5.551  0.013
C15 4.383 -0.548 4.957  0.003
C16 3.775 -1.069 3.832  0.017
C17 2.573 -0.517 3.326  -0.093
H13 -0.996 3.229 3.280  0.115
H14 -1.101 2.440 1.652  0.054
H15 -0.285 4.007 1.827  0.100
H16 1.845 3.874 3.618  0.096
H17 1.856 4.039 1.809  0.102
H18 2.920 2.866 2.616  0.096
H19 0.037 0.566 3.095  0.099
H20 0.253 1.659 4.486  0.151
H21 2.228 2.048 5.527  0.141
H22 4.334 1.110 6.447  0.144
H23 5.266 -1.031 5.412  0.140
H24 4.174 -1.937 3.267  0.149
C18 -4.766 0.989 -4.089  -0.064
C19 -4.159 2.327 -4.480  -0.421
C20 -3.124 2.191 -5.571  -0.071
C21 -3.796 3.122 -3.203  -0.121
N6 -2.571 2.810 -2.542  -0.057
C22 -2.213 1.980 -1.503  -0.077
N7 -0.897 2.167 -1.268  -0.143
N8 -0.492 3.153 -2.117  -0.033
N9 -1.432 3.511 -2.938  0.122
H25 -4.992 0.402 -4.979  0.089
H26 -5.657 1.108 -3.473  0.085
H27 -4.032 0.421 -3.469  0.082
H28 -4.950 2.967 -4.912  0.146
H29 -2.261 1.649 -5.131  0.073
H30 -2.771 3.141 -5.950  0.081
H31 -3.483 1.558 -6.396  0.093
H32 -4.656 2.946 -2.568  0.132
H33 -3.778 4.180 -3.451  0.137
H34 -2.848 1.268 -0.978  0.143

Summary:
Energy in eV: -76500.665
⟨S²⟩: 12.053
Energy relative to the best compared isomer or geometry (same formula, charge and spin) in kJ/mol: 187.0
HOMO-LUMO gap (alpha / beta) in eV: 6.7 / 4.2
2S+1: 7
HOMO (alpha / beta) in hartree: -0.539 / -0.538
Total charge: +2